Density functional theory data (wB97M-V/def2-TZVPD) for CH2O6P as an isolated structure at a distorted geometry.

Results
- Relative energy (zero: lowest compared OMol25 entry of this formula, charge and spin): 17.90 kcal per mole
- Net charge: -1

The geometry in XYZ format:
```
10
Properties=species:S:1:pos:R:3:nbo_charge:R:1
C 1.043 0.085 -0.954 0.97
O -1.512 -1.154 1.356 -1.00
O -0.537 1.140 1.337 -1.17
O -1.393 0.207 -0.879 -1.14
O 0.649 -0.740 0.044 -0.79
O 1.485 -0.472 -1.926 -0.62
O 1.355 1.329 -0.621 -0.68
P -0.792 0.030 0.437 2.47
H -1.145 -1.997 1.128 0.48
H 0.848 1.570 0.078 0.50
```

=====

Density functional theory data (wB97M-V/def2-TZVPD) for a 2-piece molecular cluster, CH2OPS2 overall at a distorted geometry.

Results
- Relative energy (zero: lowest compared OMol25 entry of this formula, charge and spin): 4.48 kcal per mole
- Net charge: -1

The geometry in XYZ format:
```
7
Properties=species:S:1:pos:R:3:nbo_charge:R:1
C 1.040 1.652 -0.409 0.45
O 2.070 1.116 -0.387 -0.47
P -0.472 -1.021 -0.092 0.11
S -0.193 2.583 -0.462 -0.03
S -0.739 -2.980 -0.228 -0.87
H 0.014 -0.838 1.227 -0.10
H -1.719 -0.512 0.350 -0.10
```

=====

Density functional theory data (wB97M-V/def2-TZVPD) for one molecule with the formula CH2OS.

Results
- Relative energy (zero: lowest compared OMol25 entry of this formula, charge and spin): 0.00 kcal per mole
- SMILES string: O=CS

The geometry in XYZ format:
```
5
Properties=species:S:1:pos:R:3:nbo_charge:R:1
C -0.212 0.494 0.232 0.25
H 0.353 -1.591 -0.697 0.13
H -1.201 -0.034 0.248 0.13
O -0.052 1.614 0.639 -0.52
S 1.113 -0.483 -0.422 0.00
```

=====

Density functional theory data (wB97M-V/def2-TZVPD) for CH2P2S3 as an isolated structure at a distorted geometry.

Results
- Relative energy (zero: lowest compared OMol25 entry of this formula, charge and spin): 63.54 kcal per mole

The geometry in XYZ format:
```
8
Properties=species:S:1:pos:R:3:nbo_charge:R:1
C 0.833 0.273 -0.068 -1.04
P -0.199 0.371 1.381 0.67
P -0.345 0.507 -1.455 0.67
S -1.417 1.759 0.110 -0.36
S -1.214 -1.462 1.026 -0.17
S -1.288 -1.340 -1.056 -0.18
H 1.596 1.006 0.139 0.24
H 2.034 -1.115 -0.078 0.17
```

=====

Density functional theory data (wB97M-V/def2-TZVPD) for one molecule with the formula CH2S at a distorted geometry.

Results
- Relative energy (zero: lowest compared OMol25 entry of this formula, charge and spin): 0.00 kcal per mole
- SMILES string: C=S

The geometry in XYZ format:
```
4
Properties=species:S:1:pos:R:3:nbo_charge:R:1
C 0.093 -0.005 -0.017 -0.47
H 0.219 -0.598 -0.938 0.18
H 1.014 0.020 0.559 0.19
S -1.326 0.584 0.397 0.10
```

=====

Density functional theory data (wB97M-V/def2-TZVPD) for a 16-piece molecular cluster, CH30O18 overall at a distorted geometry.

Results
- Relative energy (zero: lowest compared OMol25 entry of this formula, charge and spin): 42.20 kcal per mole
- Net charge: -2

The geometry in XYZ format:
```
49
Properties=species:S:1:pos:R:3:nbo_charge:R:1
C 0.020 0.328 0.140 0.96
O 1.060 -0.233 -0.567 -0.98
O -0.856 -0.467 0.551 -0.84
O -0.157 1.569 0.026 -0.80
O -2.479 1.644 1.144 -0.98
H -1.636 1.175 0.913 0.48
H -2.274 2.253 1.830 0.45
O 1.586 -1.146 -3.405 -1.02
H 1.121 -0.280 -3.298 0.48
H 1.611 -1.541 -2.489 0.49
O -2.279 2.170 -1.548 -0.92
H -2.073 1.680 -2.386 0.46
H -1.599 2.880 -1.402 0.47
O -2.997 -0.917 3.241 -0.98
H -3.169 -1.182 2.370 0.48
H -2.038 -0.753 3.228 0.49
O 1.290 -2.420 0.895 -1.02
H 1.210 -1.609 0.343 0.51
H 1.212 -2.126 1.804 0.48
O 0.772 1.194 -2.725 -1.00
H 0.755 0.780 -1.854 0.51
H 1.278 2.000 -2.652 0.48
O 2.036 -3.214 -1.533 -0.97
H 1.838 -3.128 -0.589 0.50
H 3.006 -3.153 -1.649 0.47
O 3.496 -0.404 -1.155 -0.97
H 3.864 -0.650 -0.276 0.43
H 2.560 -0.426 -1.033 0.50
O 2.530 0.354 2.265 -0.94
H 3.259 -0.237 2.056 0.45
H 1.934 0.158 1.556 0.48
O -1.231 -1.339 -2.003 -0.97
H -0.569 -1.096 -1.320 0.50
H -1.406 -0.570 -2.501 0.46
O -2.353 -2.501 0.845 -0.99
H -2.083 -3.248 0.300 0.46
H -1.594 -1.932 0.715 0.51
O -3.466 -0.150 -0.637 -0.93
H -3.982 -0.923 -0.542 0.44
H -2.641 -0.628 -0.642 0.48
O -0.138 3.003 2.103 -0.99
H 0.012 2.490 1.270 0.50
H -0.169 3.914 1.809 0.44
O 1.849 2.960 -0.661 -1.00
H 1.095 2.395 -0.511 0.49
H 2.559 2.421 -0.908 0.46
O -0.594 0.344 3.115 -0.96
H 0.247 0.551 3.527 0.48
H -0.421 0.005 2.240 0.48
```

=====

Density functional theory data (wB97M-V/def2-TZVPD) for a 17-piece molecular cluster, CH32F3O19S overall at a distorted geometry.

Results
- Relative energy (zero: lowest compared OMol25 entry of this formula, charge and spin): 12.18 kcal per mole
- Net charge: -1

The geometry in XYZ format:
```
56
Properties=species:S:1:pos:R:3:nbo_charge:R:1
C -7.541 18.247 -8.043 0.75
F -7.107 19.354 -7.450 -0.32
F -7.262 18.298 -9.333 -0.32
F -6.935 17.170 -7.554 -0.30
S -9.450 18.248 -7.836 2.32
O -10.016 17.220 -8.696 -1.01
O -9.679 18.028 -6.414 -1.03
O -9.796 19.642 -8.196 -1.02
O -12.378 16.144 -6.899 -0.96
H -11.484 16.059 -7.250 0.49
H -12.906 15.552 -7.441 0.47
O -8.143 14.752 -6.027 -1.01
H -7.343 15.251 -5.787 0.49
H -8.850 15.140 -5.484 0.51
O -6.196 19.315 -11.937 -0.95
H -7.080 19.683 -11.830 0.48
H -6.299 18.379 -11.737 0.47
O -10.691 18.166 -11.202 -0.97
H -11.599 18.417 -11.025 0.46
H -10.325 17.937 -10.327 0.49
O -4.403 21.212 -6.623 -0.97
H -5.333 21.122 -6.362 0.50
H -3.922 20.671 -5.992 0.46
O -4.144 15.099 -8.743 -0.98
H -5.021 14.720 -8.520 0.50
H -3.947 15.705 -8.025 0.46
O -4.223 19.253 -9.583 -0.96
H -4.473 20.092 -9.184 0.48
H -4.713 19.217 -10.416 0.48
O -12.367 20.520 -8.874 -0.95
H -11.707 19.935 -8.465 0.49
H -12.651 20.058 -9.666 0.45
O -6.437 13.829 -7.919 -0.99
H -7.079 14.113 -7.234 0.51
H -6.967 13.768 -8.720 0.48
O -10.300 15.893 -4.661 -0.98
H -10.077 16.743 -5.070 0.50
H -11.190 15.702 -4.982 0.49
O -6.414 16.573 -4.739 -0.95
H -6.684 17.408 -4.344 0.49
H -5.609 16.782 -5.223 0.48
O -11.040 20.289 -5.104 -0.97
H -11.772 20.304 -5.730 0.48
H -10.385 19.704 -5.514 0.50
O -10.317 14.037 -8.297 -0.95
H -10.201 14.927 -8.651 0.48
H -10.199 13.459 -9.055 0.47
O -6.888 21.576 -5.127 -0.99
H -7.506 21.701 -5.874 0.51
H -6.961 22.385 -4.616 0.47
O -8.318 15.708 -10.500 -0.95
H -8.986 16.359 -10.745 0.48
H -7.541 15.950 -11.013 0.47
O -9.174 21.854 -6.722 -1.00
H -9.769 21.568 -6.010 0.49
H -9.173 21.097 -7.336 0.50
```

=====

Density functional theory data (wB97M-V/def2-TZVPD) for a 18-piece molecular cluster, CH37O18 overall at a distorted geometry.

Results
- Relative energy (zero: lowest compared OMol25 entry of this formula, charge and spin): 8.53 kcal per mole
- Net charge: -1

The geometry in XYZ format:
```
56
Properties=species:S:1:pos:R:3:nbo_charge:R:1
C 0.035 0.029 0.312 -0.28
O -1.273 -0.391 0.186 -0.99
H -0.047 0.923 -0.257 0.14
H 0.671 -0.633 -0.254 0.15
H 0.367 0.312 1.266 0.17
O 1.955 2.776 -0.466 -0.97
H 1.650 2.468 -1.330 0.47
H 2.371 2.055 -0.098 0.49
O -2.907 1.675 -0.274 -1.03
H -2.475 0.871 0.026 0.50
H -2.311 2.405 -0.333 0.48
O 0.429 2.264 -2.741 -1.01
H -0.300 1.632 -2.703 0.51
H 0.153 3.168 -2.668 0.50
O 2.801 -0.735 2.387 -1.00
H 2.229 -1.415 1.992 0.51
H 3.313 -0.454 1.655 0.48
O 0.110 -1.503 4.120 -0.97
H -0.653 -1.477 3.541 0.50
H 0.634 -0.724 3.891 0.46
O -0.849 3.467 0.039 -1.00
H -0.062 2.963 -0.099 0.50
H -1.069 3.583 0.977 0.51
O -4.320 -0.810 0.053 -0.96
H -4.781 -1.152 0.805 0.47
H -3.572 -1.377 -0.198 0.48
O 3.484 0.473 -0.003 -1.00
H 4.272 0.952 -0.140 0.48
H 3.044 0.269 -0.876 0.52
O -2.036 -1.522 2.314 -1.03
H -2.652 -2.221 2.004 0.47
H -1.840 -0.903 1.537 0.50
O 2.147 2.080 2.174 -0.97
H 2.490 2.501 2.948 0.46
H 2.348 1.146 2.291 0.49
O 2.502 -0.025 -2.540 -0.97
H 2.166 -0.846 -2.837 0.49
H 1.808 0.637 -2.651 0.49
O -1.084 0.039 -2.472 -1.02
H -2.047 -0.063 -2.394 0.51
H -0.836 0.145 -1.527 0.53
O 0.634 -1.849 -3.471 -0.98
H 0.017 -1.222 -3.104 0.50
H 0.859 -1.300 -4.225 0.47
O -2.137 -2.566 -0.773 -0.99
H -1.868 -1.676 -0.482 0.50
H -2.496 -2.530 -1.659 0.47
O 0.675 -2.599 1.282 -0.95
H 0.998 -2.962 0.453 0.48
H 0.134 -1.954 0.840 0.47
O 0.323 -3.610 -1.191 -0.97
H -0.522 -3.205 -1.086 0.49
H 0.608 -3.107 -1.939 0.47
O -0.893 2.312 2.726 -0.96
H -0.389 1.717 2.188 0.48
H -1.807 1.969 2.787 0.48
```

=====

Density functional theory data (wB97M-V/def2-TZVPD) for a 17-piece molecular cluster, CH38NO16 overall at a distorted geometry.

Results
- Relative energy (zero: lowest compared OMol25 entry of this formula, charge and spin): 0.00 kcal per mole
- Net charge: +1

The geometry in XYZ format:
```
56
Properties=species:S:1:pos:R:3:nbo_charge:R:1
C 1.155 1.713 -1.211 -0.45
N 1.289 1.361 0.223 -0.72
H 1.652 1.015 -1.891 0.24
H 0.111 1.651 -1.473 0.24
H 1.768 2.564 -1.565 0.23
H 2.237 1.389 0.602 0.45
H 0.747 0.487 0.287 0.46
H 0.748 2.089 0.706 0.47
H -1.685 -3.799 0.804 0.49
H -0.231 -3.280 1.040 0.51
O -0.881 -3.516 0.363 -0.99
H 4.401 -0.184 -1.783 0.50
H 5.051 -1.114 -0.844 0.48
O 4.549 -0.288 -0.832 -0.97
H 0.781 -4.703 -1.867 0.48
H -0.051 -3.450 -1.313 0.52
O 0.835 -3.790 -1.570 -0.98
H -1.168 0.296 2.087 0.52
H -1.081 -0.751 0.985 0.47
O -0.734 0.111 1.242 -0.97
H -1.034 1.537 -3.234 0.50
H -0.091 0.832 -4.214 0.47
O -0.088 1.393 -3.431 -0.98
H -2.737 -1.893 0.684 0.46
H -3.624 -2.870 1.199 0.46
O -3.450 -2.449 0.342 -0.92
H -2.241 1.992 1.225 0.49
H -2.066 2.987 0.013 0.49
O -1.980 2.879 0.967 -0.97
H -3.250 1.851 -2.293 0.50
H -2.654 3.077 -3.199 0.49
O -2.501 2.493 -2.454 -1.02
H -3.575 -0.080 -1.650 0.50
H -4.341 0.174 -3.015 0.50
O -4.140 0.526 -2.142 -0.95
H 2.154 -0.296 2.572 0.47
H 2.438 -1.721 2.481 0.47
O 1.787 -1.134 2.888 -0.95
H 2.547 -2.066 -2.232 0.49
H 1.765 -1.558 -3.484 0.48
O 2.099 -1.310 -2.619 -0.96
H 1.575 4.746 1.121 0.48
H 0.158 4.537 1.598 0.49
O 0.844 4.120 1.064 -0.96
H -4.811 0.141 1.156 0.49
H -4.104 1.080 0.303 0.48
O -3.926 0.524 1.076 -0.96
H 3.967 0.263 0.870 0.51
H 4.546 1.159 1.890 0.50
O 3.678 0.891 1.562 -0.99
H 1.347 -4.405 0.106 0.49
H 2.612 -4.482 0.935 0.47
O 1.693 -4.203 1.006 -0.99
H -0.097 2.111 3.978 0.50
H 0.746 0.661 4.049 0.51
O 0.021 1.197 3.730 -1.00
```

=====

Density functional theory data (wB97M-V/def2-TZVPD) for a 2-piece molecular cluster, CH3Br2ClOSi overall at a distorted geometry.

Results
- Relative energy (zero: lowest compared OMol25 entry of this formula, charge and spin): 58.29 kcal per mole
- SMILES string: Cl[SiH](Br)Br.C=O

The geometry in XYZ format:
```
9
Properties=species:S:1:pos:R:3:nbo_charge:R:1
C -2.267 0.099 0.799 0.30
O -1.426 0.761 1.284 -0.48
Si 1.731 -0.042 -0.667 1.03
Cl 1.570 -0.637 1.250 -0.33
Br 2.705 -1.644 -1.905 -0.29
Br 2.960 1.820 -0.718 -0.26
H -2.325 -0.801 0.192 0.11
H -3.314 0.315 1.052 0.08
H 0.367 0.129 -1.287 -0.15
```

=====

For each record above, in turn, the calculated highest occupied orbital energy values are -5.9202 -2.4375 -10.3753 -8.7647 -8.9419 -2.8829 -8.2390 -6.3097 -13.4780 -10.3138 eV.
For each record above, in turn, the calculated total energy values are -22648.5484 -34077.5504 -13951.6709 -52150.9452 -11903.4769 -38381.2637 -59451.8146 -38495.6078 -35898.7442 -163620.7475 eV.
For each record above, in turn, the calculated lowest unoccupied orbital energy values are 3.850 2.900 0.624 -0.576 -0.371 4.846 2.249 2.274 -2.399 0.461 eV.